Record 1
Computed, not measured: a structure of composition C23H41Br2IO13Si2, with ωB97M-V/def2-TZVPD.

Element x y z (Å)
C 1.347 1.985 7.039
C 0.694 1.010 6.057
C 1.734 0.039 5.502
C -0.083 1.790 4.957
Si 0.185 1.378 3.155
O -0.189 2.758 2.267
Si 0.669 4.139 2.133
I 2.831 4.054 3.276
C 0.878 4.572 0.284
Br -0.186 6.188 -0.011
C 2.301 4.722 -0.254
C 2.455 5.386 -1.609
Br 2.984 2.883 -0.384
H 1.927 2.742 6.502
H 0.599 2.499 7.648
H 2.029 1.467 7.719
H -0.042 0.424 6.615
H 2.219 -0.490 6.329
H 1.290 -0.726 4.861
H 2.517 0.568 4.951
H -1.162 1.665 5.110
H 0.096 2.865 5.075
H 1.550 0.953 2.794
H -0.738 0.321 2.690
H -0.049 5.225 2.810
H 0.383 3.784 -0.287
H 2.948 5.197 0.483
H 1.850 4.880 -2.365
H 3.498 5.340 -1.922
H 2.148 6.430 -1.555
C 4.216 -3.070 2.928
C 3.517 -3.427 4.213
C 3.415 -4.912 4.517
O 2.182 -5.001 5.236
C 1.404 -3.953 4.873
O 0.255 -3.829 5.148
O 2.125 -3.065 4.152
H 4.375 -1.996 2.849
H 5.187 -3.566 2.886
H 3.618 -3.397 2.077
H 3.950 -2.892 5.064
H 4.219 -5.299 5.137
H 3.333 -5.500 3.599
C -2.417 1.393 -0.446
C -1.500 1.513 -1.632
C -1.950 2.476 -2.714
O -1.386 1.895 -3.900
C -1.234 0.571 -3.682
O -0.970 -0.231 -4.525
O -1.431 0.277 -2.382
H -1.951 0.812 0.350
H -2.645 2.383 -0.049
H -3.348 0.908 -0.729
H -0.477 1.741 -1.314
H -1.573 3.488 -2.592
H -3.039 2.491 -2.806
C -4.814 -0.394 -4.249
C -5.337 -0.613 -2.857
C -6.781 -1.069 -2.745
O -7.205 -0.470 -1.517
C -6.435 0.618 -1.284
O -6.640 1.436 -0.449
O -5.389 0.641 -2.145
H -3.741 -0.214 -4.244
H -4.992 -1.270 -4.874
H -5.306 0.465 -4.707
H -4.680 -1.277 -2.287
H -6.908 -2.145 -2.681
H -7.389 -0.667 -3.561
C 0.219 -2.878 -5.698
C 1.631 -3.396 -5.652
C 2.298 -3.611 -6.999
O 3.177 -4.710 -6.745
C 2.679 -5.416 -5.699
O 3.071 -6.485 -5.359
O 1.678 -4.731 -5.106
H -0.140 -2.605 -4.711
H 0.171 -1.985 -6.321
H -0.437 -3.643 -6.117
H 2.261 -2.770 -5.012
H 2.878 -2.762 -7.352
H 1.569 -3.908 -7.758

The calculation puts the HOMO energy at -0.3630 Eh. As for the HOMO-LUMO gap: 10.01 eV. Its net charge is 0.


Record 2
Computed, not measured: a structure of composition C23H41CeN2OP3, with ωB97M-V/def2-TZVPD.

Element x y z (Å)
Ce 0.057 0.232 0.190
P 1.805 0.830 -1.912
P -1.847 0.590 -2.200
P 1.373 -0.015 2.856
H -2.641 -2.264 -0.414
C -2.510 -2.297 0.671
C -2.942 -1.309 1.459
H -3.519 -0.457 1.086
C 2.076 -0.600 -2.996
C 1.643 2.240 -3.075
C 3.425 1.104 -1.119
C -3.642 0.326 -1.893
C -1.894 2.325 -2.837
C -1.707 -0.289 -3.810
C 0.108 -0.305 4.155
C 2.297 1.393 3.603
C 2.562 -1.379 3.052
H -1.960 -3.150 1.070
H -2.636 -1.248 2.505
H 3.016 -1.111 -2.718
H 2.150 -0.242 -4.029
H 1.197 -1.284 -2.964
H 2.587 2.375 -3.631
H 1.413 3.164 -2.503
H 0.833 2.056 -3.804
H 4.235 1.161 -1.863
H 3.643 0.260 -0.445
H 3.393 2.036 -0.528
H -4.117 -0.014 -2.823
H -4.138 1.257 -1.591
H -3.789 -0.420 -1.101
H -2.431 2.351 -3.798
H -0.874 2.708 -2.968
H -2.412 2.983 -2.128
H -2.599 -0.080 -4.419
H -1.646 -1.368 -3.617
H -0.814 0.048 -4.354
H 0.494 -0.990 4.916
H -0.787 -0.761 3.709
H -0.197 0.638 4.631
H 3.037 1.043 4.335
H 1.614 2.107 4.091
H 2.858 1.919 2.816
H 2.700 -1.600 4.121
H 3.525 -1.072 2.623
H 2.259 -2.273 2.494
C 1.133 -3.222 -0.239
C 1.797 -3.578 -1.414
C 2.536 -4.763 -1.441
C 2.606 -5.558 -0.285
C 1.942 -5.169 0.884
C 1.216 -3.965 0.933
O 0.267 -2.090 -0.283
H 0.218 -1.760 -1.219
H 1.750 -2.930 -2.292
H 3.056 -5.056 -2.356
H 3.171 -6.498 -0.329
H 1.970 -5.805 1.771
H 0.730 -3.611 1.849
N -5.079 4.923 -0.122
C -4.135 4.467 0.400
C -2.995 3.886 1.083
C -2.507 4.486 2.256
C -1.416 3.897 2.877
C -0.861 2.759 2.308
N -1.360 2.131 1.227
C -2.433 2.689 0.617
H -3.008 5.363 2.686
H -0.991 4.304 3.789
H 0.055 2.338 2.696
H -2.864 2.145 -0.237

The calculation puts the HOMO energy (spin up / spin down) at -0.7257 / -0.7256 Eh. As for the HOMO-LUMO gap (spin up / spin down): 4.03 / 4.02 eV. Its relative energy (zero: lowest compared OMol25 entry of this formula, charge and spin) is 0.00 kJ/mol. Its net charge is +4.


Record 3
Computed, not measured: a structure of composition C23H41Cl3CoN3O3Si, with ωB97M-V/def2-TZVPD.

Element x y z (Å)
C 1.583 -1.795 -4.602
C 0.849 -0.735 -3.854
H 2.079 -1.385 -5.469
H 0.949 -2.582 -4.992
H 2.330 -2.220 -3.962
C 0.182 0.205 -4.560
C 0.133 0.355 -6.061
H -0.313 1.028 -4.051
H -0.249 -0.536 -6.578
H 1.120 0.580 -6.490
H -0.530 1.185 -6.367
Co 4.486 -1.868 0.970
Cl 5.309 -3.550 1.896
Cl -0.952 -1.590 0.732
C 0.134 2.898 1.361
O -0.865 2.168 1.315
N 0.103 4.255 1.362
C -1.165 4.961 1.360
C 1.335 5.026 1.382
H 1.163 2.493 1.386
H -1.976 4.230 1.474
H -1.300 5.520 0.421
H -1.187 5.682 2.190
H 2.172 4.329 1.355
H 1.393 5.630 2.297
H 1.392 5.697 0.516
H -2.146 -1.724 -3.221
H -2.355 0.727 -3.888
C -2.925 -1.581 -2.455
C -3.180 0.756 -3.169
N -2.945 -0.183 -2.090
H -2.684 -2.171 -1.565
C -3.278 0.212 -0.800
O -3.716 -0.521 0.095
H -3.239 1.762 -2.754
H -3.060 1.286 -0.673
H -3.899 -1.881 -2.870
H -4.109 0.497 -3.696
O 0.076 -1.549 -1.602
C 0.993 -0.700 -2.350
C -0.360 1.418 -1.668
C 0.867 0.802 -1.902
H -1.200 0.777 -1.414
C -0.524 2.798 -1.781
H 2.045 -0.977 -2.123
C 1.992 1.589 -1.983
H -1.532 3.243 -1.689
C 0.606 3.583 -2.002
C 1.894 2.969 -2.050
H 2.989 1.086 -2.019
H 0.513 4.671 -2.108
H 2.783 3.595 -2.181
Si -0.075 -2.987 -0.501
Cl 4.667 -1.003 -0.907
C -1.629 -4.241 -0.470
C 0.576 -4.293 0.912
C 1.038 -3.570 -1.977
H -2.470 -3.899 -1.058
H -2.025 -4.359 0.536
H -1.424 -5.249 -0.843
H 0.597 -3.211 -2.930
H 1.215 -4.640 -2.120
H 2.000 -3.052 -1.828
H 0.007 -4.223 1.851
H 1.628 -4.192 1.206
H 0.465 -5.340 0.674
C -0.513 -1.008 3.456
C 0.712 -0.209 2.963
C 1.655 -0.949 2.149
N 2.626 -1.318 1.605
H -1.349 -0.853 2.763
H -0.765 -0.650 4.463
H -0.313 -2.096 3.478
H 0.338 0.655 2.382
H 1.260 0.224 3.826

As for the spin multiplicity: 4. The calculation puts the HOMO energy (spin up / spin down) at -0.1671 / -0.1671 Eh. As for the HOMO-LUMO gap (spin up / spin down): 6.75 / 6.55 eV. Its relative energy (zero: lowest compared OMol25 entry of this formula, charge and spin) is 395.94 kJ/mol. Its net charge is -1.


no.,largest force on an atom (eV/Å)
1,0.52
2,2.78
3,4.10